Entry 1:
Formula: C40H52N2O25
Source: the Open Molecules 2025 dataset
Level of theory: wB97M-V/def2-TZVPD

Gap between HOMO and LUMO ... 9.10 eV
Charge ... 0
SMILES ... O=[N+]([O-])c1ccccc1.O=[N+]([O-])c1ccccc1.C[C@H]1COC(=O)O1.C[C@H]1COC(=O)O1.C[C@H]1COC(=O)O1.C[C@H]1COC(=O)O1.C[C@H]1COC(=O)O1.C[C@H]1COC(=O)O1.C[C@H]1COC(=O)O1

Each line ends with the Mulliken charge.
CARTESIAN COORDINATES (ANGSTROEM)
O -1.75 -0.86 2.31  -0.5400
N -0.78 -1.57 2.15  1.1462
O -0.72 -2.75 2.58  -0.5248
C 0.31 -0.99 1.42  -1.0384
C 0.27 0.42 1.20  -0.7275
C 1.34 0.99 0.51  -0.5775
C 2.38 0.23 0.03  -0.4906
C 2.47 -1.13 0.27  -1.2461
C 1.41 -1.78 0.97  0.3665
H -0.54 1.08 1.45  0.6899
H 1.39 2.05 0.35  0.7299
H 3.08 0.73 -0.63  0.7146
H 3.30 -1.67 -0.15  0.5280
H 1.47 -2.83 1.20  0.9111
O 6.56 5.84 -2.07  -0.5938
N 5.56 6.41 -1.65  1.0079
O 5.16 7.49 -2.04  -0.5903
C 4.75 5.70 -0.64  -0.1448
C 3.86 6.39 0.21  -0.2016
C 3.25 5.78 1.26  -1.0151
C 3.34 4.35 1.33  -0.3121
C 4.16 3.59 0.49  -0.6877
C 4.89 4.26 -0.44  0.0867
H 3.79 7.45 0.03  0.4753
H 2.64 6.36 1.93  0.4296
H 2.82 3.69 2.01  0.4692
H 4.18 2.53 0.69  0.6201
H 5.58 3.68 -1.04  0.4335
C -6.70 -2.00 2.76  -1.4522
C -6.27 -0.64 3.40  0.5240
C -5.21 0.06 2.56  -0.1527
O -5.73 1.35 2.33  -0.3027
C -7.00 1.43 2.77  0.5336
O -7.76 2.43 2.75  -0.6072
O -7.38 0.21 3.28  -0.3897
H -5.97 -2.81 2.72  0.2218
H -7.14 -1.86 1.77  0.4364
H -7.52 -2.39 3.36  0.3661
H -6.03 -0.70 4.47  0.4050
H -4.99 -0.43 1.61  0.2401
H -4.36 -0.02 3.24  0.1403
C -0.45 -3.87 -3.23  -1.6110
C -0.29 -3.52 -1.70  0.6569
C -1.38 -2.54 -1.18  0.1239
O -2.15 -3.39 -0.29  -0.3478
C -1.67 -4.61 -0.15  0.7493
O -2.05 -5.56 0.55  -0.5631
O -0.51 -4.65 -0.86  -0.4260
H -0.58 -3.01 -3.89  0.3731
H -1.29 -4.56 -3.29  0.3932
H 0.47 -4.37 -3.51  0.3957
H 0.71 -3.15 -1.52  0.0998
H -2.11 -2.27 -1.93  0.4178
H -0.83 -1.77 -0.64  -0.2098
C -3.64 -3.84 3.80  -1.4160
C -4.45 -5.10 3.53  0.5594
C -3.55 -6.30 3.34  -0.0199
O -4.17 -7.32 4.11  -0.3773
C -5.03 -6.77 4.95  0.5472
O -5.51 -7.33 5.92  -0.6005
O -5.14 -5.50 4.66  -0.4043
H -4.31 -3.18 4.35  0.3496
H -3.24 -3.48 2.85  0.1910
H -2.73 -4.15 4.32  0.4917
H -5.08 -5.10 2.64  0.3142
H -2.51 -6.19 3.63  0.1498
H -3.62 -6.64 2.31  0.2206
C 2.16 0.38 -3.55  -1.3958
C 1.96 0.58 -5.06  0.9290
C 3.08 0.04 -6.05  -0.5555
O 2.52 -0.99 -6.76  -0.3140
C 1.22 -1.05 -6.55  0.5896
O 0.45 -1.80 -7.15  -0.5809
O 0.84 -0.20 -5.51  -0.4106
H 3.16 0.65 -3.23  0.3349
H 1.94 -0.67 -3.34  0.4285
H 1.49 0.96 -2.92  0.2394
H 1.82 1.64 -5.27  0.0986
H 3.89 -0.43 -5.49  0.3207
H 3.47 0.79 -6.74  0.2718
C 0.51 -5.85 2.66  -0.8148
C 2.00 -5.83 2.91  0.2909
C 2.96 -5.74 1.70  -0.4422
O 3.51 -4.39 1.84  -0.3641
C 3.22 -3.91 3.04  0.7039
O 3.57 -2.86 3.50  -0.5533
O 2.31 -4.72 3.65  -0.3954
H 0.22 -6.82 2.25  0.5372
H 0.20 -5.09 1.95  -0.2654
H -0.02 -5.67 3.59  0.2700
H 2.35 -6.74 3.40  0.4230
H 2.32 -5.91 0.83  0.2306
H 3.65 -6.58 1.84  0.4170
C 3.25 4.04 -6.36  -1.3407
C 3.49 4.55 -4.86  0.3883
C 2.60 5.77 -4.50  -0.5383
O 1.80 5.31 -3.45  -0.3588
C 2.16 4.05 -3.13  0.5834
O 1.76 3.43 -2.22  -0.3025
O 3.05 3.54 -4.02  -0.2922
H 2.18 4.05 -6.57  0.4160
H 3.56 3.00 -6.44  0.0834
H 3.75 4.72 -7.05  0.4434
H 4.56 4.71 -4.78  0.3303
H 1.90 6.04 -5.29  0.3756
H 3.28 6.60 -4.34  0.2854
C -0.64 5.84 0.06  -1.2854
C -0.97 5.48 1.51  0.6304
C -2.26 5.92 2.08  -0.4625
O -2.76 4.72 2.72  -0.3931
C -2.11 3.65 2.32  0.5395
O -2.36 2.47 2.64  -0.5552
O -1.12 4.06 1.59  -0.0977
H 0.19 5.22 -0.26  0.0959
H -0.42 6.88 -0.19  0.3831
H -1.41 5.53 -0.64  0.3982
H -0.15 5.75 2.17  0.1283
H -2.92 6.16 1.25  0.2807
H -2.10 6.80 2.71  0.3326



Entry 2:
Formula: C40H53Cl2F10N3O12S
Source: the Open Molecules 2025 dataset
Level of theory: wB97M-V/def2-TZVPD

Gap between HOMO and LUMO ... 8.52 eV
Charge ... 0
SMILES ... CNCc1c(CCN)c2c(c([C@@H](Cl)[C@H](C)Cl)c1CCCOC(C)=O)N(F)c1c(F)ccc(CCOCC(F)(F)C(F)(F)C(F)(F)C(F)F)c1S2.COC(=O)OC.COC(=O)OC.COC(=O)OC

Each line ends with the Mulliken charge.
CARTESIAN COORDINATES (ANGSTROEM)
C 2.57 3.81 0.43  -1.0559
N 3.05 2.59 -0.21  -0.2758
C 3.18 1.41 0.67  -2.0777
C 2.14 0.31 0.47  1.1480
C 2.01 -0.23 -0.83  0.3465
C 2.88 0.17 -1.99  -1.5662
C 3.90 -0.91 -2.35  -0.3971
N 5.07 -0.79 -1.46  -0.6319
C 1.05 -1.23 -1.03  0.5138
C 0.30 -1.73 0.03  -1.2117
C 0.47 -1.24 1.32  0.8544
C -0.31 -1.92 2.42  -0.4400
Cl 0.83 -2.89 3.42  -0.1783
C -1.26 -1.01 3.23  1.2947
C -1.13 -1.05 4.73  -1.7553
Cl -2.95 -1.56 2.86  -0.1954
C 1.38 -0.20 1.54  0.8564
C 1.60 0.34 2.94  -1.8588
C 0.70 1.53 3.39  -0.4212
C 0.12 2.39 2.28  -0.0414
O -1.31 2.26 2.16  -0.3749
C -2.04 2.93 3.09  0.7525
C -2.98 2.08 3.88  -0.9103
O -1.91 4.11 3.25  -0.5120
N -0.63 -2.78 -0.19  0.1309
F 0.14 -3.99 -0.41  -0.2940
C -1.44 -2.61 -1.33  -1.2749
C -2.81 -2.86 -1.23  0.6833
F -3.33 -3.23 -0.06  -0.1996
C -3.64 -2.74 -2.33  -1.1434
C -3.09 -2.38 -3.55  -0.6572
C -1.73 -2.12 -3.70  0.3206
C -1.17 -1.75 -5.04  -2.1310
C -0.43 -2.91 -5.66  -0.0536
O -1.32 -3.99 -5.77  -0.2719
C -0.71 -5.24 -5.92  -0.9575
C -1.42 -6.26 -5.06  0.7557
F -2.76 -6.10 -5.19  -0.3079
F -1.12 -7.51 -5.49  -0.3202
C -1.15 -6.17 -3.53  0.5123
F -1.77 -7.22 -2.94  -0.3313
F -1.70 -5.04 -3.05  0.0415
C 0.34 -6.20 -3.12  0.5401
F 1.03 -7.07 -3.88  -0.3216
F 0.84 -4.95 -3.35  -0.1561
C 0.55 -6.49 -1.63  0.2391
F 1.85 -6.21 -1.33  -0.2819
F 0.34 -7.80 -1.38  -0.3041
C -0.92 -2.23 -2.56  1.8380
S 0.80 -1.90 -2.65  0.1882
H 2.81 3.88 1.50  0.3220
H 1.49 3.90 0.29  0.3201
H 3.00 4.68 -0.06  0.4279
H 3.99 2.79 -0.52  0.2992
H 3.22 1.73 1.70  0.4467
H 4.14 0.95 0.45  0.6864
H 2.24 0.38 -2.85  0.5879
H 3.44 1.07 -1.78  0.4105
H 4.23 -0.74 -3.37  0.4817
H 3.46 -1.90 -2.27  0.3513
H 4.84 -1.23 -0.57  0.1914
H 5.84 -1.33 -1.84  0.2770
H -0.93 -2.68 1.96  0.3652
H -1.22 0.00 2.84  -0.8177
H -0.13 -0.76 5.06  0.3942
H -1.39 -2.03 5.11  0.5055
H -1.82 -0.33 5.16  0.3010
H 2.64 0.61 3.07  0.7637
H 1.44 -0.47 3.65  0.3915
H -0.10 1.16 4.02  0.1718
H 1.31 2.16 4.04  0.5358
H 0.54 2.16 1.31  -0.0474
H 0.32 3.44 2.47  0.0831
H -3.83 2.69 4.17  0.4248
H -3.32 1.21 3.31  0.2881
H -2.48 1.75 4.79  0.1312
H -4.69 -2.95 -2.23  0.4824
H -3.72 -2.30 -4.42  0.4262
H -1.99 -1.49 -5.71  0.4801
H -0.46 -0.92 -4.94  0.3884
H 0.45 -3.18 -5.07  0.2287
H -0.07 -2.61 -6.66  0.4633
H 0.35 -5.21 -5.69  0.4339
H -0.81 -5.60 -6.95  0.4090
H -0.09 -5.86 -1.01  0.2697
C 1.99 5.41 -4.24  -0.6470
O 3.21 5.82 -3.60  -0.2009
C 3.69 6.98 -4.04  0.7352
O 3.19 7.68 -4.88  -0.5411
O 4.81 7.24 -3.37  -0.3062
C 5.44 8.48 -3.73  -0.6404
H 1.72 4.46 -3.79  0.1583
H 1.20 6.14 -4.05  0.3228
H 2.14 5.29 -5.31  0.3120
H 4.77 9.32 -3.53  0.2973
H 5.71 8.47 -4.79  0.2951
H 6.33 8.55 -3.12  0.2160
C -1.08 6.93 3.17  -0.6054
O -0.81 8.33 3.06  -0.3091
C -1.70 9.11 3.67  0.7316
O -2.66 8.74 4.30  -0.5407
O -1.34 10.38 3.49  -0.3322
C -2.21 11.33 4.11  -0.6277
H -0.28 6.43 2.62  0.2425
H -1.06 6.61 4.21  0.3094
H -2.03 6.67 2.73  0.3308
H -2.23 11.19 5.18  0.2934
H -3.21 11.25 3.70  0.2931
H -1.79 12.31 3.87  0.2120
C -2.67 -7.92 6.00  -0.6263
O -2.99 -7.73 4.62  -0.3408
C -3.22 -6.47 4.28  0.7904
O -3.19 -5.52 5.03  -0.5517
O -3.50 -6.43 2.98  -0.3526
C -3.77 -5.11 2.48  -0.2094
H -2.51 -8.99 6.13  0.2155
H -1.77 -7.37 6.27  0.2891
H -3.50 -7.60 6.64  0.2934
H -2.91 -4.46 2.63  -0.0180
H -4.64 -4.68 2.98  0.3096
H -3.97 -5.22 1.42  0.2217



Entry 3:
Formula: C40H53N4P2S4SbSi3Ta
Source: the Open Molecules 2025 dataset
Level of theory: wB97M-V/def2-TZVPD

Gap between HOMO and LUMO ... 4.92 eV
Charge ... -1

Each line ends with the Mulliken charge.
CARTESIAN COORDINATES (ANGSTROEM)
Ta 0.40 -0.15 0.25  0.0117
C 2.87 2.76 1.42  -1.3254
Si 1.05 3.33 1.36  0.7213
C 0.71 3.94 3.16  -1.3675
C 1.00 4.81 0.15  -1.2213
N 0.00 2.01 0.94  0.4350
P -1.41 2.00 0.11  1.2461
C -1.88 0.36 -0.23  -1.3746
P -2.15 -0.34 1.34  1.7928
N -0.72 -0.77 1.96  0.6438
Si -0.57 -1.91 3.26  0.4088
C -0.61 -3.70 2.60  -0.6514
C 0.99 -1.43 4.25  -0.8394
C -1.96 -1.89 4.59  -1.2632
C -3.21 -1.80 1.04  0.0980
C -3.06 -2.40 -0.21  -0.3253
C -3.78 -3.53 -0.54  -0.6688
C -4.66 -4.08 0.37  -0.7330
C -4.81 -3.50 1.62  -1.0865
C -4.10 -2.35 1.95  0.0675
C -3.04 0.60 2.63  0.6728
C -2.27 1.27 3.57  -0.5194
C -2.89 2.02 4.56  -0.6034
C -4.27 2.12 4.59  -0.8715
C -5.03 1.47 3.64  -0.9683
C -4.42 0.72 2.65  -0.5949
C -1.56 2.87 -1.51  1.2795
C -1.76 4.25 -1.56  -0.4884
C -2.03 4.87 -2.76  -0.8225
C -2.05 4.14 -3.94  -0.6770
C -1.88 2.77 -3.90  -0.6281
C -1.67 2.14 -2.69  0.1041
C -2.73 2.97 0.92  1.0739
C -2.59 3.94 1.90  -0.0740
C -3.71 4.62 2.35  -0.6243
C -4.95 4.34 1.82  -0.7312
C -5.09 3.39 0.82  -0.8082
C -3.98 2.71 0.37  -0.7007
H 3.49 3.57 1.80  0.4683
H 3.01 1.91 2.08  0.2246
H 3.25 2.48 0.45  0.3167
H 0.34 4.96 3.16  0.4208
H 0.00 3.33 3.71  0.1700
H 1.64 3.94 3.72  0.4405
H 1.92 5.37 0.22  0.5204
H 0.89 4.48 -0.87  0.2918
H 0.18 5.50 0.37  0.3178
H 0.14 -3.87 1.84  0.0076
H -0.45 -4.42 3.40  0.5397
H -1.58 -3.92 2.15  0.2209
H 1.89 -1.51 3.65  -0.0458
H 0.93 -0.41 4.63  0.2956
H 1.10 -2.08 5.11  0.3722
H -2.79 -2.51 4.28  0.3284
H -1.57 -2.31 5.51  0.5285
H -2.34 -0.90 4.82  0.2311
H -2.38 -1.95 -0.92  -0.0935
H -3.65 -3.98 -1.51  0.4863
H -5.23 -4.96 0.12  0.3972
H -5.48 -3.93 2.34  0.4082
H -4.25 -1.89 2.91  0.6619
H -1.19 1.18 3.53  0.2100
H -2.29 2.51 5.32  0.3568
H -4.75 2.71 5.36  0.4264
H -6.11 1.54 3.67  0.4279
H -5.01 0.21 1.90  0.6625
H -1.72 4.83 -0.65  0.4913
H -2.21 5.93 -2.78  0.4211
H -2.22 4.64 -4.88  0.3656
H -1.90 2.18 -4.80  0.3718
H -1.58 1.06 -2.65  -0.5510
H -1.62 4.15 2.31  -0.1128
H -3.61 5.36 3.13  0.4488
H -5.82 4.88 2.17  0.3724
H -6.06 3.17 0.41  0.4232
H -4.06 1.97 -0.41  0.3893
S 1.36 -0.25 -5.36  -0.7295
Sb 2.32 1.28 -3.91  0.2237
S 0.84 1.01 -1.81  0.8358
S 2.52 0.36 -0.90  -0.6567
S 1.36 3.26 -4.65  -0.6954
C -1.02 -1.74 -3.32  -0.4095
C -0.33 -2.62 -2.36  0.5013
C -0.17 -3.98 -2.62  -1.2752
C 0.58 -4.76 -1.75  -0.9683
C 1.15 -4.18 -0.64  -0.4263
C 0.95 -2.81 -0.41  0.4655
N 0.19 -2.07 -1.25  0.5344
N 1.46 -2.08 0.60  -0.2381
Si 3.08 -2.42 1.10  0.5149
C 3.21 -3.90 2.31  -1.2381
C 3.74 -0.88 2.01  -0.9279
C 4.19 -2.74 -0.43  -1.2184
H -1.82 -2.27 -3.84  0.4796
H -0.29 -1.41 -4.08  -0.4609
H -1.41 -0.85 -2.83  -0.3554
H -0.59 -4.39 -3.53  0.5219
H 0.72 -5.81 -1.95  0.4784
H 1.75 -4.75 0.05  0.4071
H 2.65 -3.73 3.23  0.2684
H 4.26 -4.05 2.58  0.4299
H 2.85 -4.83 1.88  0.3630
H 2.93 -0.18 2.19  -0.2000
H 4.48 -0.37 1.39  0.3358
H 4.21 -1.13 2.95  0.5546
H 3.98 -3.68 -0.91  0.3314
H 5.25 -2.72 -0.17  0.4231
H 4.02 -1.95 -1.16  0.3314



Entry 4:
Formula: C40H53N7O14
Source: the Open Molecules 2025 dataset
Level of theory: wB97M-V/def2-TZVPD

Gap between HOMO and LUMO ... 4.69 eV
Charge ... 0
Relative energy (zero: lowest compared OMol25 entry of this formula, charge and spin) ... 108.0 kcal/mol

Each line ends with the Mulliken charge.
CARTESIAN COORDINATES (ANGSTROEM)
C -4.08 -4.18 1.85  -1.8811
C -3.04 -3.29 1.16  1.5967
C -1.64 -3.54 1.67  -0.4227
C -0.91 -4.69 0.87  -2.5827
C -0.83 -4.30 -0.56  -0.4073
C -2.29 -4.29 -1.17  1.3142
N -3.17 -3.36 -0.33  1.2540
O -4.10 -2.77 -0.92  -0.3613
C -2.88 -5.73 -1.26  -2.4746
C -2.24 -3.70 -2.64  -1.6975
C -3.50 -1.85 1.61  -2.1494
H -3.84 -5.11 1.72  0.5907
H -4.99 -4.17 1.26  0.4904
H -4.20 -3.87 2.92  0.3524
H -1.65 -3.46 2.73  0.8240
H -1.03 -2.66 1.57  -0.3885
H -1.38 -5.49 0.96  0.9283
H -0.04 -4.67 1.34  0.8552
H -0.09 -4.91 -1.31  0.3701
H -0.51 -3.35 -0.59  0.1216
H -2.83 -6.12 -0.35  0.5981
H -2.40 -6.32 -1.73  0.9194
H -3.93 -5.75 -1.59  0.3191
H -3.25 -3.78 -3.02  0.4445
H -1.49 -4.24 -3.10  0.5818
H -1.91 -2.66 -2.51  0.2241
H -3.25 -1.56 2.56  0.5734
H -4.69 -1.76 1.53  0.2373
H -2.99 -1.13 1.09  0.6493
C -0.46 -0.22 -0.11  0.4763
O 0.67 -0.41 0.34  -0.5255
O -0.90 1.16 0.05  -0.5084
O -1.12 -1.05 -0.70  -0.5684
H -0.26 1.79 0.24  0.3432
C 5.14 1.64 3.99  -0.4200
C 4.40 2.60 4.81  -0.4556
C 3.19 3.20 4.36  -0.4119
C 2.48 2.66 3.01  -0.2779
C 3.19 1.42 2.33  0.3855
C 4.61 1.11 2.77  -0.6652
N 1.23 3.15 2.47  0.8989
O 0.69 4.23 2.99  -0.6037
O 0.92 2.82 1.34  -0.5520
H 6.02 1.14 4.19  0.4949
H 4.90 2.96 5.78  0.3053
H 2.50 3.94 4.94  0.3176
H 2.65 0.92 1.51  0.3856
H 5.26 0.39 2.53  0.4289
C -2.30 4.40 -2.50  0.1479
C -1.05 4.44 -1.80  -1.0080
C -0.33 5.78 -2.17  -0.4224
C -0.83 6.91 -2.95  0.2009
C -2.18 6.74 -3.61  -0.4968
C -2.91 5.52 -3.25  -0.6754
N 0.06 8.16 -3.03  0.8663
O -0.39 9.13 -3.77  -0.5639
O 1.19 8.06 -2.65  -0.5141
H -3.04 3.53 -2.38  -0.1892
H -0.62 3.75 -1.24  1.2580
H 0.51 6.12 -1.61  0.5092
H -2.63 7.38 -4.49  0.2892
H -3.87 5.25 -3.41  0.5710
C 2.09 1.34 -2.36  0.5735
C 3.40 2.09 -2.40  -0.7049
C 3.52 3.40 -3.38  -0.5411
C 2.25 3.79 -4.21  0.0073
C 0.95 2.78 -4.13  -0.4950
C 1.07 1.54 -3.19  -0.8492
N 2.21 4.99 -5.01  1.0614
O 3.16 5.68 -5.08  -0.6251
O 1.17 5.17 -5.55  -0.6001
H 1.97 0.26 -1.99  -0.1373
H 4.35 2.07 -2.02  0.4572
H 4.63 3.84 -3.45  0.2854
H 0.17 2.77 -4.84  0.5358
H 0.38 0.85 -3.09  0.9969
C 5.78 -1.62 0.15  -0.8617
C 4.26 -1.65 -0.01  -0.9097
C 3.40 -2.51 1.00  0.3345
C 4.15 -3.53 1.85  -0.0937
C 5.69 -3.74 1.59  -0.6506
C 6.45 -2.63 0.80  -0.2807
N 3.54 -4.24 2.91  0.9686
O 2.28 -4.44 2.90  -0.4986
O 4.21 -4.98 3.55  -0.6043
H 6.16 -1.11 -0.56  0.6315
H 3.75 -1.07 -0.65  0.6561
H 2.25 -2.32 1.11  0.4455
H 6.12 -4.49 2.14  0.5403
H 7.61 -2.52 0.86  0.2793
C -5.26 1.64 -4.05  0.1632
O -4.48 2.56 -4.38  -0.5646
N -4.96 0.65 -3.19  0.2108
C -5.87 -0.41 -2.76  -0.5867
C -3.58 0.53 -2.67  -0.5295
H -6.24 1.40 -4.50  0.2164
H -5.71 -0.24 -1.63  0.2468
H -5.31 -1.39 -2.96  0.0656
H -6.94 -0.21 -3.18  0.3339
H -3.37 -0.21 -2.12  -0.6575
H -3.16 1.32 -1.83  0.0880
H -3.03 0.71 -3.36  1.1398
C -0.54 -1.38 5.82  -0.0513
O -1.67 -0.95 5.74  -0.5779
N 0.44 -0.94 4.95  0.1662
C 1.82 -1.37 5.13  -0.8067
C 0.23 -0.25 3.76  0.2788
H -0.15 -1.99 6.55  0.4535
H 2.01 -1.65 6.33  0.2523
H 2.70 -0.71 4.65  0.1709
H 1.84 -2.39 4.73  0.4551
H 1.02 -0.65 3.18  -0.3731
H 0.39 0.86 3.90  0.1754
H -0.76 -0.53 3.26  -0.0904